Computed, not measured: 3 unconnected molecules or ions with the total composition C16H23IN2O7PS in a non-equilibrium geometry, with ωB97M-V/def2-TZVPD.

Its molar mass is 545.31 g mol⁻¹. The value obtained for the lowest unoccupied orbital energy is -4.9 eV. The HOMO-LUMO gap comes out at 6.7 eV. The HOMO energy is -0.42629 Ha.

```
! wB97M-V def2-TZVPD RIJCOSX def2/J DEFGRID3
* xyz 1 1
I -2.96 -4.07 2.54
S 1.64 -4.10 0.57
P -1.81 -4.38 0.38
O -2.98 -5.13 -0.64
O 4.95 1.99 0.38
O 3.47 2.47 -1.27
O -4.98 2.51 -0.62
O 1.38 -5.44 1.19
O -3.39 1.82 -2.08
O 1.45 -4.23 -0.93
N -2.39 -2.37 -1.22
N -1.48 -2.73 -0.33
C 0.09 -0.73 -0.38
C 1.39 0.05 0.07
C 4.27 4.23 0.18
C 5.54 4.16 1.01
C 3.66 -0.65 1.03
C -0.89 -0.19 -1.42
C -0.36 -2.08 0.13
C 2.74 -0.77 -0.06
C -5.19 0.34 -1.48
C 5.56 2.71 1.45
C -2.07 -1.11 -1.71
C 4.17 2.83 -0.35
C -6.11 1.90 0.03
C -4.41 1.62 -1.46
C 0.52 -2.76 1.26
C -6.52 0.77 -0.89
H -5.31 -0.03 -2.50
H -3.86 -5.03 -0.21
H -4.68 -0.39 -0.86
H 3.39 4.45 0.79
H -0.78 0.80 -1.95
H 1.49 0.95 -0.63
H 2.99 -3.77 0.75
H -2.84 -0.71 -2.46
H 6.40 4.37 0.38
H 6.57 2.35 1.61
H -7.17 1.14 -1.68
H 1.24 0.49 1.11
H 1.25 -1.99 1.71
H 4.36 4.95 -0.63
H -7.04 -0.04 -0.37
H 4.97 2.55 2.36
H 2.99 -1.44 -0.95
H 5.55 4.86 1.85
H 3.23 -0.93 2.05
H -5.80 1.55 1.02
H -6.90 2.64 0.15
H -0.08 -3.13 2.16
H 4.73 -0.30 0.91
*
```

Which charges does natural (NBO) predict for the atoms? In e, they are: I -0.075; S 1.842; P 1.124; O -0.933; O -0.503; O -0.582; O -0.472; O -0.876; O -0.595; O -0.910; N -0.163; N -0.391; C 0.065; C -0.519; C -0.531; C -0.430; C -0.391; C -0.121; C 0.250; C -0.220; C -0.539; C -0.074; C 0.027; C 0.801; C -0.073; C 0.799; C -0.715; C -0.430; H 0.249; H 0.508; H 0.227; H 0.239; H 0.294; H 0.298; H 0.093; H 0.258; H 0.219; H 0.207; H 0.222; H 0.260; H 0.289; H 0.255; H 0.229; H 0.178; H 0.245; H 0.232; H 0.186; H 0.180; H 0.211; H 0.302; H 0.254